Density functional theory data (the ωB97M-V functional and the def2-TZVPD basis) for a molecular structure, C4H5NO2 at a distorted geometry.

Each line ends with the natural charge from an NBO analysis.
Atoms and positions in Å:
H: 2.296 -0.283 0.947  0.4773
C: 0.146 0.826 -0.371  0.2847
H: -1.308 2.372 -0.574  0.2433
N: 0.285 -0.526 -0.257  0.0201
C: -0.892 -0.900 -0.679  -0.1257
H: 2.427 -0.088 2.514  0.4588
H: -1.230 -1.936 -0.575  0.2248
H: -2.686 -0.085 -1.445  0.2343
O: 1.206 -1.264 0.121  -0.3162
C: -1.071 1.369 -0.537  -0.3449
C: -1.817 0.116 -0.842  -0.1759
O: 2.645 0.398 1.698  -0.9806

Calculated values
E: -9807.1369 eV
F_max: 6.7 eV/Å
E_LUMO (alpha / beta): -1.24 / -2.39 eV
Energy relative to the best compared isomer or geometry (same formula, charge and spin): 692.6 kJ/mol
Frontier orbital gap (alpha / beta): 8.230 / 7.165 eV
HOMO (alpha / beta): -9.5 / -9.6 eV